(1)
Computed, not measured: a cluster of 5 separate species, C29H49ClO11S4 in total, with wB97M-V/def2-TZVPD.

Geometry as XYZ:
```
94
Properties=species:S:1:pos:R:3
C 4.480 0.713 1.506
C 4.038 0.020 0.113
C 2.515 -0.435 0.067
C 2.149 -1.365 -1.219
C 1.433 0.712 0.193
C 1.333 1.905 -0.550
C 2.418 2.270 -1.648
C 3.560 3.292 -1.142
C 3.163 4.131 0.157
O 3.934 4.244 -2.196
C 0.108 2.918 -0.316
O 0.114 4.108 -0.680
C -1.248 2.400 0.373
C -1.147 1.210 1.123
Cl -2.592 0.470 1.971
C 0.269 0.474 1.276
O 0.404 -0.261 2.273
H 4.736 -0.140 2.235
H 5.483 1.252 1.336
H 3.694 1.410 1.936
H 4.662 -0.950 0.058
H 4.384 0.633 -0.791
H 2.365 -1.139 0.967
H 1.073 -1.747 -1.069
H 2.250 -0.761 -2.175
H 2.890 -2.243 -1.160
H 2.857 1.332 -2.126
H 1.860 2.840 -2.477
H 4.541 2.744 -0.885
H 4.126 4.671 0.493
H 2.860 3.486 1.057
H 2.411 4.970 -0.047
H 4.905 4.362 -2.069
H -2.247 2.930 0.251
O -1.112 -5.421 1.026
S -1.386 -5.155 2.422
O -0.588 -5.723 3.485
C -1.480 -3.388 2.651
C -2.942 -3.053 2.388
C -3.752 -4.144 3.091
C -3.115 -5.488 2.736
H -0.794 -2.887 1.969
H -1.207 -3.171 3.686
H -3.197 -2.058 2.756
H -3.145 -3.078 1.312
H -3.708 -3.989 4.174
H -4.804 -4.117 2.799
H -3.202 -6.204 3.555
H -3.549 -5.909 1.827
O -3.885 1.200 6.443
S -3.905 2.565 5.970
O -5.134 3.242 5.623
C -2.994 3.577 7.123
C -1.556 3.515 6.624
C -1.639 3.654 5.102
C -2.745 2.716 4.615
H -3.115 3.190 8.134
H -3.389 4.593 7.059
H -0.943 4.301 7.070
H -1.111 2.550 6.883
H -1.891 4.687 4.843
H -0.686 3.420 4.623
H -3.260 3.119 3.743
H -2.357 1.722 4.391
O 3.076 3.024 -6.302
S 3.167 4.276 -5.585
O 3.259 4.333 -4.138
C 4.500 5.234 -6.286
C 3.846 6.025 -7.411
C 2.515 6.527 -6.847
C 1.844 5.349 -6.137
H 5.293 4.571 -6.632
H 4.879 5.899 -5.506
H 4.481 6.848 -7.745
H 3.659 5.371 -8.269
H 2.705 7.330 -6.127
H 1.872 6.934 -7.630
H 1.261 5.676 -5.276
H 1.211 4.779 -6.820
O -4.333 -6.522 -0.076
S -3.793 -6.498 -1.418
O -3.783 -5.299 -2.225
C -2.145 -7.180 -1.378
C -2.351 -8.676 -1.578
C -3.403 -8.806 -2.682
C -4.536 -7.832 -2.354
H -1.664 -6.935 -0.431
H -1.584 -6.745 -2.208
H -1.419 -9.177 -1.845
H -2.727 -9.129 -0.655
H -2.955 -8.540 -3.645
H -3.776 -9.830 -2.766
H -4.993 -7.428 -3.257
H -5.297 -8.300 -1.728
```

SMILES ... CC[C@H](C)C1=C(C[C@H](C)O)C(=O)C=C(Cl)C1=O.O=S1(=O)CCCC1.O=S1(=O)CCCC1.O=S1(=O)CCCC1.O=S1(=O)CCCC1
Net charge ... 0
2S+1 ... 1

How is the electron density shared among the atoms? According to Mulliken, the charges in e are: -1.113 -0.462 0.009 -1.138 0.042 0.881 -0.654 0.359 -1.339 -0.387 0.454 -0.561 -0.563 0.270 -0.166 0.023 -0.624 0.394 0.309 0.174 0.418 0.196 0.414 0.326 0.222 0.361 0.170 0.220 0.259 0.374 0.231 0.252 0.328 0.388 -0.666 1.164 -0.736 -0.429 -0.287 -0.907 -0.055 0.128 0.342 0.045 0.379 0.334 0.410 0.400 -0.127 -0.653 1.145 -0.678 -0.709 -0.590 -0.710 -0.241 0.393 0.344 0.341 0.305 0.313 0.304 0.349 0.076 -0.730 1.134 -0.542 -0.756 -0.570 -0.650 -0.636 0.388 0.354 0.341 0.295 0.302 0.317 0.339 0.377 -0.705 1.208 -0.720 -0.297 -0.695 -0.649 -0.654 0.166 0.336 0.382 0.309 0.294 0.331 0.320 0.358


(2)
Computed, not measured: an isolated molecule of C4H11NP2, with wB97M-V/def2-TZVPD.

Geometry as XYZ:
```
18
Properties=species:S:1:pos:R:3
C -1.392 0.904 -1.864
C -0.525 -0.302 0.596
C -0.011 -0.076 2.000
C 1.809 -0.188 -0.155
N 0.483 -0.753 -0.346
P -1.332 1.238 -0.139
P 0.012 -1.329 -1.814
H -2.413 0.807 -2.117
H -0.994 1.573 -2.631
H -1.194 -1.103 0.704
H 0.289 0.909 2.390
H 0.857 -0.820 2.165
H -0.986 -0.326 2.666
H 2.487 -0.164 -1.095
H 1.687 0.734 0.335
H 2.441 -0.934 0.578
H -0.034 1.865 0.069
H -1.185 -2.035 -1.342
```

Net charge ... 0
Energy relative to the best compared isomer or geometry (same formula, charge and spin) ... 252.9 kJ/mol
2S+1 ... 1

How is the electron density shared among the atoms? According to Mulliken, the charges in e are: -0.810 -0.384 -1.096 -0.771 0.113 0.007 0.000 0.292 0.302 0.570 0.303 0.284 0.322 0.280 0.331 0.218 -0.004 0.043


(3)
Computed, not measured: a cluster of 5 separate species, C22H23BrF32NO4P in total, with wB97M-V/def2-TZVPD.

Geometry as XYZ:
```
84
Properties=species:S:1:pos:R:3
F 0.007 -4.003 4.543
C -0.915 -4.032 5.529
F -1.227 -5.331 5.749
C -2.185 -3.269 5.143
F -2.779 -3.857 4.085
F -3.040 -3.397 6.196
C -2.049 -1.759 4.876
O -1.960 -1.342 3.524
C -0.738 -1.312 2.898
F 0.254 -1.534 3.783
F -0.567 -0.051 2.445
C -0.707 -2.259 1.700
F -0.934 -3.531 2.080
F 0.517 -2.231 1.113
H -0.476 -3.624 6.443
H -2.984 -1.323 5.221
H -1.274 -1.305 5.492
H -1.481 -1.978 0.956
F 6.281 -3.990 3.136
C 5.658 -3.910 1.946
F 6.606 -3.646 1.015
C 4.604 -2.798 1.915
F 5.194 -1.594 2.079
F 4.083 -2.807 0.655
C 3.403 -2.906 2.876
O 3.483 -2.137 4.083
C 4.110 -2.703 5.174
F 4.395 -3.997 4.966
F 3.221 -2.668 6.194
C 5.338 -1.896 5.599
F 6.246 -1.837 4.610
F 5.922 -2.491 6.663
H 5.206 -4.878 1.713
H 2.560 -2.472 2.342
H 3.109 -3.936 3.067
H 5.051 -0.877 5.868
F 0.690 4.650 -0.491
C 1.298 4.987 0.665
F 1.247 6.336 0.770
C 2.760 4.537 0.687
F 3.457 5.170 -0.280
F 3.269 4.956 1.878
C 3.035 3.026 0.605
O 3.389 2.495 -0.662
C 2.415 2.106 -1.542
F 1.203 2.143 -0.970
F 2.660 0.808 -1.850
C 2.468 2.910 -2.839
F 2.284 4.217 -2.598
F 1.474 2.493 -3.666
H 0.744 4.555 1.503
H 3.926 2.865 1.209
H 2.252 2.440 1.085
H 3.431 2.776 -3.335
F -3.866 2.807 -5.922
C -3.755 1.566 -5.407
F -3.606 0.719 -6.457
C -4.991 1.174 -4.594
F -6.080 1.135 -5.390
F -4.778 -0.097 -4.158
C -5.307 2.014 -3.343
O -6.295 3.023 -3.467
C -5.952 4.280 -3.904
F -4.620 4.420 -4.003
F -6.365 5.150 -2.959
C -6.668 4.631 -5.207
F -6.340 3.761 -6.180
F -6.293 5.866 -5.609
H -2.847 1.511 -4.799
H -5.742 1.313 -2.634
H -4.403 2.389 -2.863
H -7.750 4.610 -5.066
C -1.859 -1.535 -4.585
C -0.353 -1.239 -4.349
N -0.165 -0.324 -3.210
P 0.179 -1.044 -1.700
Br -1.507 -2.522 -1.356
H -2.141 -1.125 -5.538
H -2.433 -1.116 -3.783
H -1.972 -2.605 -4.550
H 0.012 -0.817 -5.275
H 0.172 -2.177 -4.228
H 0.515 0.392 -3.412
H 1.274 -1.946 -1.899
```

SMILES ... FC(F)C(F)(F)COC(F)(F)C(F)F.FC(F)C(F)(F)COC(F)(F)C(F)F.FC(F)C(F)(F)COC(F)(F)C(F)F.FC(F)C(F)(F)COC(F)(F)C(F)F.CCNPBr
Net charge ... 0
Energy relative to the best compared isomer or geometry (same formula, charge and spin) ... 81.0 kJ/mol
2S+1 ... 1

How is the electron density shared among the atoms? According to Mulliken, the charges in e are: -0.179 0.078 -0.280 0.855 -0.274 -0.336 -0.695 -0.371 0.514 -0.170 -0.347 0.409 -0.286 -0.208 0.300 0.394 0.325 0.181 -0.228 0.082 -0.276 0.881 -0.292 -0.337 -0.029 -0.369 0.764 -0.292 -0.303 0.212 -0.215 -0.274 0.294 -0.283 0.441 0.235 -0.196 0.118 -0.283 0.878 -0.279 -0.330 -0.727 -0.364 0.734 -0.196 -0.279 0.119 -0.217 -0.231 0.278 0.403 0.343 0.234 -0.236 0.199 -0.278 0.925 -0.274 -0.298 -0.909 -0.407 0.826 -0.281 -0.305 0.181 -0.215 -0.257 0.230 0.456 0.367 0.245 -0.921 -0.534 0.016 0.086 -0.283 0.318 0.204 0.308 0.416 0.327 0.157 0.011


(4)
Computed, not measured: an isolated molecule of C5H2O, with wB97M-V/def2-TZVPD.

Geometry as XYZ:
```
8
Properties=species:S:1:pos:R:3
O 0.844 -0.477 -2.727
C 0.881 -0.756 -1.547
C 0.049 -0.145 -0.535
C -0.638 0.365 0.352
C -1.767 1.118 1.074
C -0.797 0.783 1.851
H 1.575 -1.527 -1.171
H -0.147 0.639 2.704
```

Net charge ... 0
Energy relative to the best compared isomer or geometry (same formula, charge and spin) ... 221.6 kJ/mol
2S+1 ... 1

How is the electron density shared among the atoms? According to Mulliken, the charges in e are: -0.429 -0.366 0.725 0.400 -0.866 -0.092 0.261 0.366


(5)
Computed, not measured: a cluster of 2 separate species, C25H32ClN7O2 in total, with wB97M-V/def2-TZVPD.

Geometry as XYZ:
```
67
Properties=species:S:1:pos:R:3
C -2.833 -3.748 1.499
N -1.594 -3.957 2.249
C -1.057 -3.157 3.177
O 0.016 -3.463 3.686
C -1.747 -1.838 3.579
C -0.988 -0.654 2.960
C -0.982 -0.624 1.463
C -0.123 -1.299 0.665
N -0.438 -1.068 -0.660
C -1.524 -0.227 -0.780
C -2.203 0.306 -1.884
C -3.298 1.159 -1.665
C -3.696 1.469 -0.352
C -3.003 0.931 0.751
C -1.900 0.070 0.564
N -1.761 -1.702 5.041
C -2.639 -1.053 5.804
C -3.822 -0.349 5.170
O -2.503 -1.025 7.017
H -3.691 -3.796 2.172
H -2.940 -4.525 0.739
H -2.814 -2.777 1.000
H -1.065 -4.796 2.060
H -2.767 -1.837 3.203
H -1.432 0.278 3.310
H 0.045 -0.670 3.312
H 0.682 -1.933 1.022
H 0.099 -1.438 -1.436
H -1.885 0.065 -2.888
H -3.834 1.579 -2.506
H -4.540 2.126 -0.190
H -3.311 1.186 1.753
H -1.006 -2.154 5.539
H -4.384 0.158 5.953
H -4.464 -1.079 4.682
H -3.467 0.387 4.452
H 1.990 6.659 -2.262
N 2.536 5.808 -2.283
C 2.071 4.812 -1.635
N 0.941 5.055 -0.951
N 2.682 3.582 -1.603
C 2.416 2.551 -0.578
C 1.882 1.268 -1.230
N 2.739 0.811 -2.356
C 2.707 -0.541 -2.736
C 2.494 -0.925 -4.070
C 2.452 -2.277 -4.433
C 2.621 -3.271 -3.467
Cl 2.560 -4.956 -3.919
C 2.840 -2.904 -2.137
C 2.885 -1.551 -1.778
C 3.097 1.865 -3.345
C 3.609 3.156 -2.677
H 0.822 6.011 -0.647
H 0.668 4.316 -0.319
H 3.350 2.323 -0.054
H 1.702 2.893 0.177
H 1.810 0.505 -0.452
H 0.871 1.454 -1.607
H 2.345 -0.177 -4.839
H 2.284 -2.560 -5.468
H 2.989 -3.675 -1.387
H 3.087 -1.284 -0.746
H 3.877 1.499 -4.021
H 2.214 2.107 -3.946
H 4.599 2.975 -2.246
H 3.725 3.927 -3.446
```

SMILES ... CNC(=O)[C@H](Cc1c[nH]c2ccccc12)NC(C)=O.[H]/N=C(\N)N1CCN(c2ccc(Cl)cc2)CC1
Net charge ... 0
2S+1 ... 1

How is the electron density shared among the atoms? According to Mulliken, the charges in e are: -0.778 -0.054 -0.256 -0.705 0.362 -1.582 0.741 -0.694 0.232 -0.687 -0.917 -0.509 -0.855 -0.174 1.046 -0.083 0.671 -0.839 -0.680 0.314 0.336 0.199 0.300 0.510 0.604 0.198 0.517 0.004 0.473 0.414 0.418 0.456 0.246 0.330 0.289 0.152 0.191 -0.777 0.782 -0.438 0.313 -1.540 0.368 0.306 0.002 -0.330 -0.711 0.222 -0.228 -0.670 -0.195 -0.625 -1.343 0.232 0.177 0.232 0.493 0.064 0.013 0.417 0.401 0.426 0.540 0.523 0.395 0.287 0.475


(6)
Computed, not measured: a cluster of 2 separate species, C9H22N3O in total, with wB97M-V/def2-TZVPD.

Geometry as XYZ:
```
35
Properties=species:S:1:pos:R:3
C 0.803 -1.124 -0.091
C -1.150 1.485 -4.228
C 1.234 1.219 0.844
C -0.898 -2.565 2.929
C -1.602 1.891 -2.784
C -0.582 2.086 -1.679
C -0.321 0.666 -1.047
C 0.955 0.341 -0.340
C 0.194 -2.470 1.929
N 1.121 -2.223 -0.626
N 1.887 -1.144 3.248
N 0.080 -1.395 1.161
O 0.991 -3.388 1.579
H -0.509 2.135 -4.764
H -0.559 0.583 -4.025
H -1.985 1.373 -4.844
H 1.444 2.115 0.529
H 0.409 1.126 1.514
H 2.089 0.933 1.425
H -0.656 -1.931 3.728
H -1.829 -2.338 2.416
H -0.953 -3.570 3.224
H -2.084 2.847 -2.839
H -2.321 1.113 -2.607
H 0.432 2.469 -1.951
H -0.989 2.877 -1.041
H -0.391 0.173 -2.020
H -1.269 0.545 -0.328
H 1.816 0.476 -1.068
H 1.643 -1.921 -1.432
H 2.716 -0.789 2.748
H 2.109 -0.788 4.198
H 1.179 -0.462 2.886
H -0.532 -0.760 1.673
H 1.026 -4.023 2.273
```

Net charge ... +1
Energy relative to the best compared isomer or geometry (same formula, charge and spin) ... 265.6 kJ/mol
2S+1 ... 1

How is the electron density shared among the atoms? According to Mulliken, the charges in e are: -0.372 -1.187 -2.110 -1.344 -0.620 -0.504 -0.590 1.076 0.719 -0.624 -0.627 -0.191 -0.353 0.343 0.341 0.358 0.633 0.365 0.336 0.371 0.363 0.506 0.411 0.287 0.438 0.336 0.235 0.057 0.507 0.299 0.285 0.290 0.135 0.405 0.423


no.,gap between HOMO and LUMO (Eh)
1,0.30003
2,0.30107
3,0.34232
4,0.33328
5,0.31225
6,0.37991